19
Properties=species:S:1:pos:R:3:forces:R:3 method="wB97M-V/def2-TZVPD" orbital_gap_ev=9.1 charge=0 e_homo_ev=-8.16 molar_mass_g_mol=120.2 total_energy_ha=-667.249274 lumo_energy_ev=0.9 fmax_ev_per_a=3.60
C -1.01687 0.92490 1.93766 0.7361 -1.2262 -2.0959
H 0.05677 -1.85842 -2.01852 -0.0122 -0.1455 0.2395
N -0.58597 -1.08916 -2.03369 -0.1676 0.7933 -0.7658
C 0.32192 0.48388 -0.22370 -2.9473 -2.0127 -0.4865
H -1.69227 0.29983 -0.96219 -0.4009 0.0545 -0.1967
H -1.40806 -1.29075 -2.57731 0.0302 -0.2377 0.0075
C 1.39397 -0.41216 0.34406 0.8617 -0.4731 -1.5692
S 2.48999 -1.07873 -1.03007 -0.0209 0.5147 0.8175
C -0.88578 -0.40161 -0.80631 1.2138 -0.4070 1.4118
H -1.63105 1.76257 2.28708 0.6249 -0.2842 0.3967
N -0.17495 1.38995 0.80010 -0.5041 1.7841 -0.3297
H -0.26105 0.47801 2.58946 -0.8739 0.1626 0.8032
H 1.94746 0.18911 1.04526 0.5925 -0.1924 0.2886
H 3.40507 -0.14561 -0.80429 0.4297 0.1091 -0.3038
H 1.11176 -1.37826 0.76610 -0.7412 0.5451 0.4645
H 0.53300 1.01750 -1.15540 1.0436 0.3673 0.5978
H -0.73902 2.07311 0.30514 0.2513 0.1577 0.0238
H -1.16299 -1.10748 -0.00285 -0.2507 0.1984 -0.1321
H -1.70192 0.14330 1.53946 0.1350 0.2921 0.8286